# 1
Entry from the Open Molecules 2025 dataset: an isolated molecule of C5H9ClS at a distorted geometry (ωB97M-V/def2-TZVPD).

Geometry as XYZ:
```
16
C5H9ClS ωB97M-V/def2-TZVPD
C 0.17 1.57 2.02
C 0.74 0.73 1.18
Cl 2.23 1.18 0.39
C 0.25 -0.65 0.85
C -0.56 -0.66 -0.45
C 0.27 -0.60 -1.72
S -1.74 0.74 -0.40
H 0.58 2.55 2.22
H -0.74 1.31 2.53
H -0.39 -0.98 1.67
H 1.10 -1.33 0.75
H -1.20 -1.55 -0.46
H 0.90 -1.48 -1.79
H 0.91 0.28 -1.72
H -0.38 -0.56 -2.59
H -0.86 1.67 -0.75
```

The spin multiplicity is 1. The SMILES is C=C(Cl)C[C@H](C)S. As for the charge: 0. Its HOMO-LUMO gap is 9.62 eV.

---

# 2
Entry from the Open Molecules 2025 dataset: a structure of composition CH3NO2P at a distorted geometry (ωB97M-V/def2-TZVPD).

Geometry as XYZ:
```
8
CH3NO2P ωB97M-V/def2-TZVPD
C -0.65 -0.79 0.61
N 0.29 -1.17 -0.13
O -1.22 -1.25 1.57
O -0.83 0.69 0.31
P 0.20 1.04 -0.99
H 0.69 -2.09 0.06
H 1.50 1.06 -0.34
H 0.03 2.50 -1.10
```

The spin multiplicity is 3. As for the expectation value of S²: 2.004. As for the charge: -1. Its HOMO-LUMO gap (spin up / spin down) is 4.31 / 7.15 eV.

---

# 3
Entry from the Open Molecules 2025 dataset: a cluster of 13 separate species, H26O13 in total (ωB97M-V/def2-TZVPD).

Geometry as XYZ:
```
39
H26O13 ωB97M-V/def2-TZVPD
O 0.40 24.26 -9.30
H 0.94 25.03 -9.08
H 1.00 23.65 -9.77
O 0.15 20.61 -7.39
H 0.29 21.56 -7.40
H 0.23 20.34 -8.31
O 1.80 20.53 -9.76
H 2.60 20.47 -9.22
H 1.78 19.70 -10.26
O 2.35 22.92 -11.03
H 1.48 22.87 -11.48
H 2.47 22.01 -10.71
O 0.04 22.82 -12.34
H -0.27 23.69 -12.58
H -0.38 22.21 -12.98
O -2.02 24.89 -10.56
H -1.76 25.35 -11.36
H -1.19 24.83 -10.03
O -1.47 21.67 -9.65
H -1.70 22.59 -9.43
H -0.73 21.75 -10.27
O -4.02 21.12 -12.60
H -4.08 21.77 -11.87
H -3.43 21.54 -13.24
O -3.16 24.22 -8.14
H -4.11 24.33 -8.13
H -2.85 24.73 -8.91
O -1.19 19.21 -11.00
H -1.55 19.98 -10.52
H -1.97 18.74 -11.30
O -4.58 23.28 -10.83
H -5.19 23.71 -11.45
H -3.88 23.94 -10.68
O -1.46 20.68 -13.37
H -1.54 20.08 -14.12
H -1.02 20.15 -12.67
O -3.05 20.31 -7.68
H -2.43 19.62 -7.43
H -2.48 21.00 -8.07
```

The spin multiplicity is 1. As for the charge: 0. Its HOMO-LUMO gap is 9.92 eV.

---

The energy relative to the best compared isomer or geometry (same formula, charge and spin) results, record by record, are as follows: 0.085; 1.347; 1.146 eV.